# 1
106
Properties=species:S:1:pos:R:3:forces:R:3 method="wB97M-V/def2-TZVPD" gap_ev=6.91 homo_ev=-10.2 largest_force_ha_per_bohr=0.0431 total_charge=+1 energy_ev=-216334.628 multiplicity=1
C 1.812 -1.020 4.100 -0.436 -0.488 0.623
C 1.183 -2.288 3.498 1.380 -0.111 0.365
N 1.453 -2.512 2.084 -1.208 0.229 0.212
C 0.502 -1.944 1.099 0.371 -0.923 -1.245
C -0.259 -3.138 0.456 -0.564 -0.343 0.516
B 0.259 -4.503 1.096 0.505 0.209 -0.234
O 1.285 -5.188 0.447 0.087 0.165 0.809
O -0.289 -5.013 2.247 -0.201 0.710 0.188
N -0.501 -1.015 1.631 1.022 0.095 0.397
C -0.155 0.267 1.830 -0.540 0.775 0.538
N -1.071 1.110 2.268 -0.505 0.064 -0.056
C -2.438 0.749 2.630 0.218 -0.264 0.156
C -3.340 0.243 1.474 0.555 -0.052 0.803
C -4.630 1.045 1.357 -0.544 -1.054 -1.875
F -5.041 1.511 2.539 0.133 0.600 0.493
Br -6.029 -0.233 0.791 0.117 -0.392 0.789
C -4.568 2.222 0.271 -0.474 -0.481 0.123
F -3.315 2.396 -0.174 0.344 -0.065 0.237
F -4.942 3.345 0.869 -0.126 0.312 0.040
Br -5.673 1.901 -1.300 0.346 0.897 -0.286
N 1.072 0.802 1.580 0.146 -0.768 -0.641
C 1.982 0.007 0.738 0.629 -0.322 0.139
C 1.286 -1.145 0.036 -0.321 -0.221 0.383
C 0.434 -0.740 -1.181 0.028 0.649 -0.100
C 0.251 0.767 -1.422 -0.103 -0.162 -0.855
C 1.420 1.392 -2.201 -0.185 0.945 0.539
C 1.678 2.872 -1.794 0.803 -0.964 0.292
N 2.958 2.979 -1.082 -1.581 0.386 -1.145
C 3.052 3.257 0.232 -0.386 0.052 0.813
C 4.362 3.238 0.578 0.382 0.020 0.633
C 5.072 2.955 -0.600 1.843 0.010 0.906
C 4.195 2.813 -1.606 -0.114 -0.259 -0.749
H 2.025 -1.247 5.145 0.009 0.163 0.143
H 2.773 -0.787 3.650 -0.029 0.186 -0.215
H 1.114 -0.188 4.116 0.191 0.253 -0.212
H 0.129 -2.345 3.751 -0.151 -0.090 -0.276
H 1.649 -3.113 4.039 -0.112 -0.220 -0.038
H 2.421 -2.391 1.831 0.020 0.351 0.098
H -1.324 -3.022 0.676 -0.108 -0.024 -0.310
H -0.108 -3.199 -0.617 -0.092 0.253 -0.089
H 2.091 -4.672 0.566 0.120 -0.147 -0.553
H 0.414 -5.182 2.885 -0.100 -0.682 -0.104
H -1.121 -1.396 2.335 -0.448 0.049 -0.378
H -0.807 2.076 2.385 0.239 -0.087 0.005
H -2.877 1.607 3.125 0.045 0.170 -0.016
H -2.381 -0.012 3.408 -0.082 -0.056 0.088
H -3.628 -0.773 1.716 -0.075 -0.120 0.017
H -2.777 0.173 0.548 -0.175 0.262 -0.224
H 1.509 1.122 2.437 -0.127 0.491 -0.097
H 2.511 0.610 0.008 -0.226 0.483 0.090
H 2.768 -0.383 1.382 0.103 -0.075 0.062
H 2.064 -1.820 -0.312 0.121 -0.039 -0.074
H -0.549 -1.203 -1.198 0.004 -0.190 0.336
H 0.947 -1.123 -2.058 -0.050 -0.088 -0.174
H -0.615 0.869 -2.071 -0.298 0.076 0.049
H 0.021 1.354 -0.533 0.105 -0.144 0.153
H 1.209 1.399 -3.264 -0.035 -0.416 -0.199
H 2.333 0.832 -2.014 0.114 -0.043 -0.256
H 1.673 3.519 -2.664 0.006 0.215 0.008
H 0.945 3.195 -1.064 -0.334 0.234 -0.189
H 2.193 3.423 0.854 -0.258 0.067 -0.110
H 4.755 3.399 1.564 0.122 0.076 0.090
H 6.141 2.864 -0.663 0.118 0.025 -0.157
H 4.412 2.610 -2.635 -0.342 -0.057 -0.266
C -6.097 1.367 -6.655 -0.014 -0.002 0.001
C -5.125 1.406 -7.646 -0.078 -0.003 0.111
C -3.788 1.522 -7.302 0.050 -0.007 -0.237
C -3.446 1.592 -5.964 -0.290 -0.034 -0.089
C -4.400 1.560 -4.963 -0.110 -0.022 0.301
C -5.735 1.447 -5.317 0.014 -0.010 -0.136
N -2.032 1.695 -5.594 0.099 0.055 0.052
O -1.209 1.740 -6.482 0.034 -0.018 -0.051
O -1.765 1.729 -4.406 0.092 -0.024 0.157
H -7.140 1.272 -6.927 0.004 0.011 -0.001
H -5.409 1.345 -8.687 0.021 0.007 -0.006
H -3.031 1.554 -8.071 0.093 0.005 0.105
H -4.122 1.618 -3.919 0.137 0.017 -0.154
H -6.495 1.418 -4.548 0.005 0.005 0.008
C 1.052 2.739 9.579 -0.006 -0.007 -0.020
C 1.480 3.498 8.496 -0.042 -0.082 0.087
C 1.124 3.133 7.210 0.125 0.206 -0.116
C 0.338 2.008 7.028 0.047 0.078 0.190
C -0.091 1.236 8.095 -0.147 -0.219 0.077
C 0.271 1.608 9.377 0.076 0.105 0.000
N -0.059 1.630 5.672 0.022 0.037 0.015
O 0.347 2.307 4.741 0.077 0.015 -0.066
O -0.771 0.655 5.528 -0.065 -0.090 -0.028
H 1.328 3.031 10.583 0.004 -0.005 -0.005
H 2.088 4.377 8.657 0.002 0.000 -0.025
H 1.456 3.722 6.368 -0.071 -0.070 -0.065
H -0.701 0.359 7.937 -0.004 0.033 -0.116
H -0.057 1.019 10.221 -0.011 -0.015 -0.018
C 1.824 -4.892 -6.838 0.002 0.008 0.013
C 2.732 -3.841 -6.794 -0.094 -0.095 0.017
C 2.969 -3.179 -5.602 0.177 0.159 -0.116
C 2.291 -3.585 -4.466 -0.037 -0.128 -0.188
C 1.379 -4.625 -4.493 -0.180 -0.160 0.130
C 1.146 -5.280 -5.690 0.073 0.059 -0.100
N 2.554 -2.902 -3.197 0.039 0.000 -0.042
O 3.342 -1.979 -3.193 -0.017 0.067 0.048
O 1.964 -3.294 -2.204 0.005 -0.114 0.020
H 1.645 -5.410 -7.771 -0.003 0.007 0.004
H 3.257 -3.540 -7.690 0.008 0.019 0.014
H 3.674 -2.362 -5.566 -0.020 -0.001 0.129
H 0.855 -4.929 -3.598 0.088 0.078 0.064
H 0.439 -6.097 -5.728 -0.001 0.003 0.025

=====

# 2
99
Properties=species:S:1:pos:R:3:forces:R:3 method="wB97M-V/def2-TZVPD" gap_ev="5.87 / 5.12" homo_ev="-7.3 / -7.3" largest_force_ha_per_bohr=0.0685 de_lowest_kcal_mol=76.7 energy_ev=-364396.335 multiplicity=2
Ti -0.505 -0.483 -0.368 0.457 -0.488 -1.070
O -0.529 1.479 1.688 -0.484 -0.625 0.849
C -1.113 0.403 1.740 -0.122 2.927 1.954
O -0.487 -0.695 1.414 0.717 -1.297 1.735
C -2.531 0.285 2.160 -0.374 -0.220 0.025
C -3.058 1.234 3.025 0.045 -0.252 -0.012
C -4.404 1.183 3.351 0.086 -0.103 -0.043
C -5.208 0.185 2.820 0.003 0.040 0.116
C -4.688 -0.755 1.943 0.355 -0.044 -0.076
C -3.344 -0.701 1.583 0.077 0.278 -0.002
P -2.614 -1.781 0.288 -1.208 -0.618 0.292
C -3.871 -2.036 -0.999 0.294 0.008 -0.019
C -3.602 -3.105 -1.859 -0.032 -0.008 0.154
C -4.398 -3.327 -2.965 0.048 -0.046 0.025
C -5.440 -2.456 -3.245 -0.056 0.066 -0.023
C -5.673 -1.357 -2.436 -0.068 0.007 -0.066
C -4.889 -1.139 -1.313 0.100 -0.059 0.315
C -2.559 -3.344 1.245 0.144 -0.005 -0.284
C -3.443 -4.398 1.044 0.075 0.087 -0.020
C -3.285 -5.569 1.767 -0.128 -0.117 0.033
C -2.280 -5.690 2.713 0.040 -0.109 0.031
C -1.423 -4.628 2.947 -0.085 0.021 -0.059
C -1.562 -3.468 2.208 0.276 0.152 0.110
H -2.409 2.004 3.416 -0.005 0.047 -0.008
H -4.822 1.943 3.992 -0.083 -0.003 0.087
H -6.258 0.154 3.068 -0.101 -0.008 0.028
H -5.322 -1.520 1.518 -0.109 -0.014 -0.043
H -2.759 -3.761 -1.658 -0.065 0.003 -0.031
H -4.193 -4.168 -3.610 -0.006 -0.032 -0.077
H -6.059 -2.618 -4.113 -0.069 -0.029 -0.117
H -6.444 -0.640 -2.688 0.030 -0.064 0.046
H -5.082 -0.267 -0.695 0.041 -0.081 -0.070
H -4.239 -4.307 0.319 -0.008 -0.066 -0.014
H -3.956 -6.395 1.585 -0.077 -0.086 0.019
H -2.152 -6.610 3.264 -0.072 -0.086 0.036
H -0.648 -4.698 3.695 0.058 -0.035 0.036
H -0.879 -2.649 2.388 -0.040 -0.048 -0.007
F -0.130 0.313 -3.094 0.476 0.292 -0.307
B -0.784 -0.836 -3.342 -0.321 0.372 0.057
F -0.260 -1.633 -1.735 0.465 -1.119 -1.081
F -2.084 -0.845 -3.096 -0.473 -0.226 -0.503
F -0.279 -1.645 -4.241 0.383 -0.637 -0.449
C 3.857 2.404 3.399 -0.082 0.011 0.189
C 3.028 1.143 3.615 0.227 0.036 -0.028
C 2.668 0.495 2.270 -0.121 -0.224 0.137
C 2.538 1.547 1.161 -0.495 -0.158 -0.141
C 1.974 2.837 1.763 -0.088 0.248 -0.009
C 3.021 3.473 2.684 0.119 -0.017 -0.102
P 1.591 0.896 -0.316 2.217 -0.009 -0.808
C 2.538 -0.643 -0.871 -0.047 0.280 -0.102
C 2.192 -1.906 -0.071 -0.052 -0.088 -0.106
C 2.542 -3.146 -0.900 -0.143 -0.108 -0.051
C 3.836 -2.933 -1.698 0.134 -0.019 0.168
C 4.725 -1.924 -0.980 0.064 -0.006 -0.199
C 4.068 -0.536 -0.983 0.122 -0.018 0.041
C 2.003 2.054 -1.740 -0.615 -0.185 0.007
C 0.920 3.142 -1.848 -0.281 -0.123 -0.315
C 1.341 4.221 -2.839 -0.056 0.125 0.149
C 2.606 4.966 -2.379 0.023 -0.023 0.053
C 3.416 4.144 -1.375 0.117 -0.002 -0.186
C 3.412 2.671 -1.762 0.203 -0.024 0.356
H 4.744 2.153 2.813 0.050 0.009 0.002
H 4.205 2.786 4.359 0.119 0.022 -0.016
H 2.120 1.408 4.162 -0.010 -0.057 0.037
H 3.586 0.424 4.218 -0.126 0.027 0.072
H 1.723 -0.048 2.395 0.168 -0.009 -0.146
H 3.442 -0.233 2.007 -0.087 0.045 -0.024
H 3.536 1.777 0.770 -0.122 -0.068 -0.050
H 1.073 2.618 2.333 0.185 -0.011 -0.155
H 1.684 3.541 0.984 -0.066 0.005 0.083
H 2.506 4.096 3.419 0.029 0.028 -0.021
H 3.678 4.129 2.109 0.022 0.057 0.013
H 2.150 -0.798 -1.898 0.004 0.100 0.389
H 1.133 -1.971 0.213 0.196 -0.137 0.155
H 2.749 -1.915 0.870 -0.166 0.062 -0.026
H 1.720 -3.372 -1.585 0.013 0.007 0.070
H 2.645 -4.001 -0.229 0.010 -0.008 -0.031
H 3.615 -2.561 -2.702 -0.014 -0.033 -0.012
H 4.362 -3.880 -1.815 -0.032 -0.026 -0.091
H 5.699 -1.863 -1.470 0.020 0.008 0.096
H 4.901 -2.264 0.044 0.037 0.012 -0.010
H 4.320 -0.027 -1.916 0.005 0.055 0.084
H 4.483 0.052 -0.160 -0.019 0.039 -0.064
H 1.912 1.409 -2.630 -0.095 0.114 0.340
H 0.714 3.604 -0.877 -0.066 -0.058 -0.038
H -0.020 2.688 -2.196 0.288 0.213 0.222
H 0.514 4.925 -2.953 0.032 -0.122 -0.140
H 1.518 3.750 -3.808 -0.057 0.003 -0.067
H 2.345 5.917 -1.916 -0.053 0.081 -0.053
H 3.225 5.192 -3.249 0.037 0.060 0.006
H 3.003 4.273 -0.376 0.033 -0.016 0.100
H 4.450 4.497 -1.344 -0.039 0.051 0.078
H 4.095 2.122 -1.116 0.094 -0.020 -0.101
H 3.810 2.590 -2.776 0.020 -0.080 -0.055
Se -5.377 2.204 -2.859 0.395 -0.192 0.732
Sb -3.580 2.840 -1.333 -1.400 2.752 -1.682
Se -4.886 3.470 0.636 -0.167 -0.424 0.153
Se -2.489 4.863 -2.142 0.206 -0.827 0.370
Se -1.925 1.050 -0.841 -0.879 0.871 -0.842

=====

Which of these has the highest multiplicity?
C37H47BF4O2P2SbSe4Ti